Model a:
{
  "formula": "C2H5NO4",
  "method": "wB97M-V/def2-TZVPD",
  "elements": ["C", "N", "C", "O", "O", "O", "O", "H", "H", "H", "H", "H"],
  "xyz": [[0.6096, 0.9092, 0.3237], [0.7599, -0.4443, 0.1165], [-0.6256, -0.8056, -0.3201], [1.2730, 1.4116, 1.3584], [0.2532, 1.6560, -0.6428], [-0.8810, -2.1000, 0.0252], [-0.9216, -0.3356, -1.5014], [1.2600, 2.3801, 1.3099], [-0.4826, 0.8824, -1.3563], [-1.1252, -2.5758, -0.7816], [1.0502, -0.9526, 0.9433], [-1.1700, -0.0254, 0.5252]],
  "nbo_charge": [0.93, -0.66, 0.59, -0.64, -0.64, -0.71, -0.77, 0.51, 0.52, 0.49, 0.40, -0.02],
  "gap_ha": 0.34906
}

=====

Model b:
{
  "formula": "C2H5NO4",
  "method": "wB97M-V/def2-TZVPD",
  "elements": ["C", "C", "N", "O", "O", "O", "O", "H", "H", "H", "H", "H"],
  "xyz": [[1.9141, 0.0459, 0.2348], [-1.3234, -0.0206, 0.1359], [-1.1640, -1.3434, 0.0600], [1.8939, -1.1538, 0.0893], [1.9629, 0.9413, -0.7424], [-0.5859, 0.7608, 0.6664], [-2.3230, 0.5238, -0.5400], [-0.1962, -1.6462, 0.3340], [1.9844, 1.7870, -0.2904], [-1.8967, -1.8685, -0.4576], [1.7826, 0.6356, 1.2802], [-2.0489, 1.3382, -0.7703]],
  "nbo_charge": [0.67, 0.88, -0.85, -0.61, -0.66, -0.69, -0.69, 0.45, 0.49, 0.42, 0.10, 0.49],
  "gap_ha": 0.40653
}

=====

Ordering by calculated energy gives the sequence model b, model a, with the first entry being the most stable.

=====

Model a:
{
  "formula": "C2H5NO4",
  "method": "wB97M-V/def2-TZVPD",
  "elements": ["C", "C", "N", "O", "O", "O", "O", "H", "H", "H", "H", "H"],
  "xyz": [[-1.2920, 0.0335, -0.3622], [0.1247, 0.1709, 0.3924], [1.0744, -0.1813, -0.6678], [-1.9554, 1.0507, -0.0938], [-1.3607, -0.9672, -1.0650], [0.2758, -0.8629, 1.3962], [0.4319, 1.4437, 0.8819], [1.3055, 0.5343, -1.2521], [0.4116, -0.8649, -1.1853], [1.8618, -0.7374, -0.3939], [-0.4396, -1.4832, 1.2386], [-0.4380, 1.8639, 1.1111]],
  "nbo_charge": [0.71, 0.50, -0.72, -0.69, -0.72, -0.72, -0.71, 0.42, 0.47, 0.43, 0.49, 0.53],
  "gap_ha": 0.35324
}

=====

Model b:
{
  "formula": "C2H5NO4",
  "method": "wB97M-V/def2-TZVPD",
  "elements": ["C", "C", "N", "O", "O", "O", "O", "H", "H", "H", "H", "H"],
  "xyz": [[0.7812, -0.1891, 0.7540], [-0.3370, 0.3198, -1.8379], [0.0848, 0.2114, 1.7429], [-0.8369, -0.7056, 2.3307], [0.5627, -1.3668, 0.1378], [-1.4578, 0.4893, -1.4017], [0.6356, 1.2705, -1.7399], [1.5222, 0.4024, 0.2589], [0.0195, -0.4929, -2.6119], [-0.2481, -1.7461, 0.4705], [-1.0141, -0.3099, 3.1436], [0.2879, 2.1168, -1.2471]],
  "nbo_charge": [0.32, 0.64, -0.23, -0.59, -0.69, -0.58, -0.71, 0.20, 0.14, 0.50, 0.48, 0.50],
  "gap_ha": 0.38810
}

=====

Ordering by calculated energy gives the sequence model a, model b, with the first entry being the most stable.

=====

Model a:
{
  "formula": "C2H5NO4",
  "method": "wB97M-V/def2-TZVPD",
  "elements": ["C", "C", "N", "O", "O", "O", "O", "H", "H", "H", "H", "H"],
  "xyz": [[1.2548, 0.0329, 0.6659], [-2.9934, -0.8105, 0.7834], [1.3112, 0.1776, -0.8014], [0.8404, 1.4953, -1.2250], [0.4003, -0.6663, -1.4453], [-2.4620, -0.1744, -0.0112], [-3.4606, -1.3926, 1.6547], [1.4520, -1.0363, 0.8972], [2.2057, 0.5888, 1.1472], [0.3057, 0.2898, 1.2194], [-0.5020, -0.4286, -1.3344], [1.6478, 1.9243, -1.5506]],
  "nbo_charge": [-0.47, 1.03, 0.10, -0.61, -0.58, -0.53, -0.50, 0.22, 0.21, 0.19, 0.46, 0.47],
  "gap_ha": 0.36734
}

=====

Model b:
{
  "formula": "C2H5NO4",
  "method": "wB97M-V/def2-TZVPD",
  "elements": ["O", "C", "N", "C", "O", "O", "H", "H", "H", "H", "H", "O"],
  "xyz": [[-1.2552, 1.9471, -0.3940], [-0.3402, 1.3519, 0.1281], [0.9748, 1.7323, 0.0888], [1.4352, 3.0242, -0.2844], [0.6673, 3.6549, -1.1589], [2.4182, 3.5015, 0.1972], [-0.4279, 0.2985, 0.4370], [1.6779, 1.1523, 0.5147], [-0.1998, 3.1923, -1.1869], [-2.0265, -7.2195, 0.2227], [-1.1645, -6.3353, 1.0971], [-1.7595, -6.3002, 0.3385]],
  "nbo_charge": [-0.59, 0.54, -0.68, 0.89, -0.66, -0.57, 0.14, 0.42, 0.51, 0.47, 0.47, -0.93],
  "gap_ha": 0.42730
}

=====

Ordering by calculated energy gives the sequence model b, model a, with the first entry being the most stable.

=====

Model a:
{
  "formula": "C2H6N4",
  "method": "wB97M-V/def2-TZVPD",
  "elements": ["C", "N", "C", "N", "N", "N", "H", "H", "H", "H", "H", "H"],
  "xyz": [[1.0081, 0.5818, -1.6892], [-0.4915, -1.1666, 1.8023], [-0.7410, 0.0664, 1.2475], [-0.7633, 0.3752, -0.2855], [-1.8611, 0.2389, 0.3714], [-0.4212, 0.4077, -1.4860], [-0.9384, -1.9524, 1.3526], [0.4315, -1.3450, 2.1694], [-0.3530, 0.9065, 1.8174], [1.1859, 1.5447, -2.1740], [1.3619, -0.1961, -2.3691], [1.5820, 0.5389, -0.7567]],
  "nbo_charge": [-0.44, -0.82, 0.23, 0.09, -0.34, -0.26, 0.39, 0.39, 0.18, 0.20, 0.20, 0.18],
  "gap_ha": 0.34916
}

=====

Model b:
{
  "formula": "C2H6N4",
  "method": "wB97M-V/def2-TZVPD",
  "elements": ["C", "C", "H", "H", "H", "H", "H", "H", "N", "N", "N", "N"],
  "xyz": [[-0.6710, 0.1132, -0.1628], [2.4625, 0.4970, 1.3727], [-3.1245, -0.1353, -0.8424], [-2.8107, -1.1050, -2.1237], [-1.3344, 0.6602, 0.5594], [1.2326, -0.2898, -0.6291], [2.8670, 0.8643, 2.2943], [3.1443, -0.0960, 0.6608], [-2.4859, -0.8635, -1.1640], [-1.1404, -0.5030, -1.1832], [0.6795, 0.2385, 0.0280], [1.1810, 0.6193, 1.1900]],
  "nbo_charge": [0.21, -0.19, 0.33, 0.36, 0.16, 0.37, 0.19, 0.15, -0.65, -0.32, -0.42, -0.20],
  "gap_ha": 0.33429
}

=====

Ordering by calculated energy gives the sequence model b, model a, with the first entry being the most stable.